Entry 1:
C12H16BF4N4O2Y | ωB97M-V/def2-TZVPD

Geometry (Å):
Y: -0.95 0.67 -1.47
F: -0.52 2.94 -0.98
F: -2.21 2.75 -2.45
F: -0.68 4.50 -2.72
F: -0.11 2.26 -3.09
O: 1.10 0.04 -1.01
O: -3.01 0.13 -1.02
N: -0.79 0.05 0.72
N: 0.22 -2.23 -2.93
N: 0.52 -0.05 1.22
N: -1.03 -1.62 -2.58
C: 4.58 -0.29 2.27
C: -3.71 0.08 0.07
C: -1.37 -0.36 3.05
C: -1.73 -0.11 1.61
C: 3.24 -0.18 1.95
C: -3.13 -0.04 1.31
C: 3.79 -0.20 -0.39
C: -5.19 0.18 -0.10
C: 5.53 -0.37 1.26
C: 1.39 -0.04 0.26
C: 2.83 -0.13 0.62
C: 5.13 -0.31 -0.07
B: -0.89 3.24 -2.35
H: -5.54 -0.63 -0.75
H: -2.26 -0.58 3.64
H: -3.79 -0.10 2.16
H: -0.66 -1.18 3.13
H: -5.73 0.14 0.84
H: -0.87 0.52 3.46
H: 0.19 -3.23 -2.72
H: 5.87 -0.37 -0.86
H: 6.58 -0.46 1.51
H: 0.93 -1.80 -2.34
H: 3.47 -0.14 -1.42
H: -5.42 1.12 -0.62
H: 4.88 -0.33 3.30
H: 2.49 -0.12 2.73
H: -1.52 -2.13 -1.85
H: -1.63 -1.63 -3.40

Calculated values
LUMO = 0.0131 eV
Kohn-Sham gap = 7.9 eV
Maximum force = 0.009 Eh/bohr

Atom charges from the Mulliken analysis, given in e for atoms 1 to 5: 1.94, -0.37, -0.34, -0.28, -0.37


Entry 2:
C12H16Cl4F2O9 | ωB97M-V/def2-TZVPD

Geometry (Å):
Cl: 0.55 -5.34 0.57
Cl: -2.04 -0.93 0.33
Cl: 3.33 -5.07 -0.49
Cl: 0.01 -1.51 2.21
F: 1.98 3.42 1.30
F: -5.34 3.10 -1.59
O: -0.57 2.12 3.36
O: 1.62 1.91 -1.19
O: 1.36 -0.35 -1.65
O: -6.73 1.78 2.34
O: -0.36 3.44 1.61
O: -5.39 0.81 0.75
O: -5.52 3.00 0.68
O: 3.20 0.83 -2.17
O: -2.51 2.81 2.12
C: -4.74 2.68 -0.51
C: 2.29 -1.21 -2.18
C: -6.02 1.87 1.32
C: 0.92 3.40 2.25
C: -4.83 1.18 -0.48
C: 4.83 -0.99 -2.57
C: 2.10 -6.20 0.11
C: 0.83 2.09 3.08
C: 2.02 0.89 -1.68
C: -0.61 -1.94 0.60
C: 3.43 -0.42 -2.83
C: -1.26 2.76 2.31
H: 3.21 -0.34 -3.89
H: 1.88 -7.03 -0.56
H: 0.07 -1.67 -0.21
H: 2.55 -6.59 1.02
H: 2.47 -1.89 -1.35
H: 1.73 -1.77 -2.92
H: -3.93 0.58 -0.57
H: -3.69 2.95 -0.55
H: 5.13 -1.88 -3.11
H: 1.54 2.14 3.91
H: 1.18 1.20 2.56
H: -0.88 -2.99 0.64
H: -5.50 0.74 -1.22
H: 4.82 -1.39 -1.56
H: 1.19 4.14 3.01
H: 5.69 -0.35 -2.79

Calculated values
LUMO = 0.2795 eV
Kohn-Sham gap = 10.9 eV
SMILES = O=C1OC[C@@H](F)O1.O=C1OC[C@@H](F)O1.C[C@H]1COC(=O)O1.ClCCl.ClCCl
Maximum force = 0.111 Eh/bohr

Atom charges from the Mulliken analysis, given in e for atoms 1 to 5: -0.12, -0.20, -0.13, -0.16, -0.24


Entry 3:
C12H16ClNO2 | ωB97M-V/def2-TZVPD

Geometry (Å):
Cl: -4.17 -1.62 0.23
O: 0.79 -1.34 -1.57
O: 0.17 2.35 0.19
N: 1.82 0.20 -0.27
C: 0.31 3.04 -1.04
C: -3.12 0.83 0.66
C: 4.00 -0.06 1.79
C: -0.59 0.09 -0.26
C: -0.83 1.39 0.18
C: 3.16 -0.21 -0.58
C: -2.89 -0.46 0.21
C: 5.18 -1.51 0.12
C: -2.09 1.75 0.63
C: -1.64 -0.83 -0.25
C: 3.83 -0.97 0.58
C: 0.73 -0.42 -0.77
H: 5.06 -2.17 -0.74
H: 3.19 -1.81 0.84
H: 3.09 -0.87 -1.45
H: -4.10 1.11 1.01
H: 1.69 0.96 0.38
H: 5.66 -2.07 0.92
H: 0.57 2.35 -1.85
H: 5.84 -0.69 -0.17
H: 3.76 0.67 -0.84
H: -0.61 3.57 -1.30
H: 3.04 0.28 2.17
H: -1.44 -1.83 -0.61
H: -2.26 2.77 0.96
H: 4.50 -0.60 2.60
H: 1.11 3.76 -0.90
H: 4.61 0.81 1.54

Calculated values
LUMO = 0.6498 eV
Kohn-Sham gap = 9.8 eV
SMILES = COc1ccc(Cl)cc1C(=O)NCC(C)C
Maximum force = 0.012 Eh/bohr

Atom charges from the Mulliken analysis, given in e for atoms 1 to 5: -0.22, -0.68, -0.62, 0.09, -0.75


no.,HOMO (Ha)
1,-0.291
2,-0.389
3,-0.337